A cluster of 6 separate species, C30H53F3N2O12 in total, computed with ωB97M-V/def2-TZVPD.

Last columns: bonded neighbours and bond lengths (Å).
Geometry (Å):
1 C -13.133 -19.233 -5.248  C2 1.499, H12 1.090, H13 1.090, H14 1.090
2 C -12.597 -17.994 -4.597  C1 1.499, C3 1.497, C4 1.515, N10 1.482
3 C -11.150 -18.077 -4.221  C2 1.497, H15 1.090, H16 1.090, H17 1.090
4 C -12.890 -16.868 -5.567  C2 1.515, C5 1.541, H18 1.090, H19 1.090
5 C -12.747 -15.452 -4.977  C4 1.541, C6 1.560, H20 1.090, H21 1.090
6 C -13.568 -15.227 -3.669  C5 1.560, C7 1.618, H22 1.090, H23 1.090
7 C -13.555 -16.486 -2.653  C6 1.618, C8 1.556, C9 1.506, N10 1.491
8 C -12.372 -16.257 -1.669  C7 1.556, H24 1.090, H25 1.090, H26 1.090
9 C -14.844 -16.479 -1.873  C7 1.506, H27 1.090, H28 1.090, H29 1.090
10 N -13.436 -17.773 -3.396  C2 1.482, C7 1.491, O11 1.449
11 O -13.571 -18.934 -2.538  N10 1.449, H30 0.960
12 H -12.708 -19.382 -6.241  C1 1.090
13 H -12.934 -20.160 -4.711  C1 1.090
14 H -14.213 -19.166 -5.382  C1 1.090
15 H -10.696 -19.004 -4.571  C3 1.090
16 H -10.540 -17.233 -4.544  C3 1.090
17 H -10.892 -18.200 -3.169  C3 1.090
18 H -12.290 -16.960 -6.472  C4 1.090
19 H -13.939 -16.947 -5.853  C4 1.090
20 H -11.678 -15.406 -4.767  C5 1.090
21 H -12.999 -14.781 -5.798  C5 1.090
22 H -14.621 -15.058 -3.892  C6 1.090
23 H -13.195 -14.375 -3.100  C6 1.090
24 H -12.169 -17.005 -0.903  C8 1.090
25 H -12.777 -15.396 -1.136  C8 1.090
26 H -11.421 -16.165 -2.192  C8 1.090
27 H -15.034 -15.592 -1.268  C9 1.090
28 H -15.203 -17.369 -1.356  C9 1.090
29 H -15.648 -16.475 -2.609  C9 1.090
30 H -14.428 -19.238 -2.846  O11 0.960
31 C -28.039 -21.861 -2.714  C32 1.514, H42 1.090, H43 1.090, H44 1.090
32 C -27.339 -21.112 -3.829  C31 1.514, C33 1.545, C34 1.572, N40 1.496
33 C -25.829 -21.437 -3.799  C32 1.545, H45 1.090, H46 1.090, H47 1.090
34 C -27.841 -21.692 -5.202  C32 1.572, C35 1.498, H48 1.090, H49 1.090
35 C -29.229 -21.282 -5.587  C34 1.498, C36 1.520, H50 1.090, H51 1.090
36 C -29.350 -19.767 -5.573  C35 1.520, C37 1.568, H52 1.090, H53 1.090
37 C -28.854 -19.034 -4.279  C36 1.568, C38 1.576, C39 1.583, N40 1.476
38 C -28.537 -17.600 -4.849  C37 1.576, H54 1.090, H55 1.090, H56 1.090
39 C -30.035 -19.003 -3.226  C37 1.583, H57 1.090, H58 1.090, H59 1.090
40 N -27.602 -19.640 -3.785  C32 1.496, C37 1.476, O41 1.434
41 O -27.027 -19.013 -2.631  N40 1.434, H60 0.960
42 H -29.127 -21.795 -2.715  C31 1.090
43 H -27.797 -22.923 -2.700  C31 1.090
44 H -27.771 -21.407 -1.760  C31 1.090
45 H -25.286 -20.996 -2.963  C33 1.090
46 H -25.670 -22.496 -3.597  C33 1.090
47 H -25.335 -21.210 -4.744  C33 1.090
48 H -27.152 -21.322 -5.961  C34 1.090
49 H -27.891 -22.781 -5.212  C34 1.090
50 H -29.531 -21.672 -6.559  C35 1.090
51 H -29.934 -21.653 -4.843  C35 1.090
52 H -30.424 -19.608 -5.666  C36 1.090
53 H -28.957 -19.333 -6.493  C36 1.090
54 H -27.682 -17.523 -5.521  C38 1.090
55 H -28.212 -16.973 -4.019  C38 1.090
56 H -29.395 -17.008 -5.169  C38 1.090
57 H -30.654 -18.135 -3.452  C39 1.090
58 H -29.685 -18.907 -2.198  C39 1.090
59 H -30.532 -19.972 -3.278  C39 1.090
60 H -26.247 -18.649 -3.056  O41 0.960
61 O -17.499 -24.392 -5.140  C62 1.225
62 C -18.105 -25.081 -5.952  O61 1.225, O63 1.350, O67 1.346
63 O -18.091 -26.427 -6.052  C62 1.350, C64 1.395
64 C -18.866 -26.857 -7.129  O63 1.395, C65 1.484, H68 1.090, H69 1.090
65 C -19.474 -25.587 -7.598  C64 1.484, F66 1.340, O67 1.392, H70 1.090
66 F -20.738 -25.510 -7.162  C65 1.340
67 O -18.753 -24.553 -7.007  C62 1.346, C65 1.392
68 H -18.259 -27.175 -7.977  C64 1.090
69 H -19.488 -27.710 -6.857  C64 1.090
70 H -19.507 -25.446 -8.679  C65 1.090
71 O -19.391 -10.644 -2.327  C72 1.235
72 C -20.529 -10.729 -2.798  O71 1.235, O73 1.348, O77 1.290
73 O -21.615 -10.115 -2.286  C72 1.348, C74 1.407
74 C -22.752 -10.598 -2.960  O73 1.407, C75 1.530, H78 1.090, H79 1.090
75 C -22.139 -10.933 -4.321  C74 1.530, F76 1.393, O77 1.465, H80 1.090
76 F -22.091 -9.775 -5.095  C75 1.393
77 O -20.842 -11.417 -3.843  C72 1.290, C75 1.465
78 H -23.072 -11.518 -2.470  C74 1.090
79 H -23.509 -9.819 -3.050  C74 1.090
80 H -22.662 -11.728 -4.853  C75 1.090
81 O -20.405 -13.147 -10.625  C82 1.200
82 C -20.362 -12.292 -11.465  O81 1.200, O83 1.300, O87 1.320
83 O -19.642 -12.344 -12.547  C82 1.300, C84 1.435
84 C -20.098 -11.301 -13.420  O83 1.435, C85 1.483, H88 1.090, H89 1.090
85 C -21.157 -10.612 -12.642  C84 1.483, F86 1.358, O87 1.313, H90 1.090
86 F -22.410 -10.739 -13.150  C85 1.358
87 O -21.110 -11.205 -11.472  C82 1.320, C85 1.313
88 H -19.210 -10.681 -13.538  C84 1.090
89 H -20.417 -11.737 -14.367  C84 1.090
90 H -20.947 -9.563 -12.436  C85 1.090
91 C -20.810 -18.011 -6.227  C92 1.516, H95 1.090, H96 1.090, H97 1.090
92 C -22.160 -17.323 -6.276  C91 1.516, C93 1.574, O94 1.227
93 C -22.912 -17.497 -7.648  C92 1.574, H98 1.090, H99 1.090, H100 1.090
94 O -22.640 -16.745 -5.306  C92 1.227
95 H -20.453 -18.065 -5.198  C91 1.090
96 H -20.195 -17.435 -6.919  C91 1.090
97 H -20.966 -19.010 -6.634  C91 1.090
98 H -23.156 -16.498 -8.010  C93 1.090
99 H -23.863 -18.017 -7.530  C93 1.090
100 H -22.183 -17.951 -8.319  C93 1.090

SMILES string: CC1(C)CCCC(C)(C)N1O.CC1(C)CCCC(C)(C)N1O.O=C1OC[C@@H](F)O1.O=C1OC[C@@H](F)O1.O=C1OC[C@@H](F)O1.CC(C)=O
Largest force on an atom in eV Å⁻¹: 5.59
Energy above the lowest of the compared OMol25 structures with the same formula, charge and spin in kcal per mole: 77.5
Total charge: 0
Frontier orbital gap in eV: 8.13
Multiplicity: 1

A cluster of 4 separate species, C30H53FIN2O5 in total, computed with ωB97M-V/def2-TZVPD.

Last columns: bonded neighbours and bond lengths (Å).
Geometry (Å):
1 C 0.384 -5.778 3.045  C2 1.464, H25 1.140, H26 1.150
2 C -1.018 -5.618 2.655  C1 1.464, C3 1.602, H27 1.138
3 C -1.466 -4.104 2.388  C2 1.602, N4 1.452, N20 1.439
4 N -2.089 -3.352 3.463  C3 1.452, F5 1.341, C6 1.473
5 F -2.341 -3.794 4.704  N4 1.341
6 C -2.411 -1.966 3.084  N4 1.473, C7 1.595, C9 1.540
7 C -3.057 -0.803 3.964  C6 1.595, C8 1.607, H28 1.156, H29 1.149
8 C -1.978 0.017 4.827  C7 1.607, H30 1.154, H31 1.142, H32 1.152
9 C -1.897 -2.006 1.632  C6 1.540, C10 1.621, N20 1.459
10 C -1.956 -0.700 0.674  C9 1.621, C11 1.635, H33 1.140, H34 1.153
11 C -0.481 -0.007 0.812  C10 1.635, C12 1.608, H35 1.159, H36 1.145
12 C -0.495 1.578 0.539  C11 1.608, C13 1.633, H37 1.157, H38 1.144
13 C 0.503 2.243 1.647  C12 1.633, C14 1.602, H39 1.140, H40 1.158
14 C -0.276 2.528 3.017  C13 1.602, C15 1.620, H41 1.157, H42 1.157
15 C -0.009 4.012 3.609  C14 1.620, O16 1.464, H43 1.153, H44 1.141
16 O -1.144 4.342 4.475  C15 1.464, C17 1.427
17 C -1.621 5.646 4.149  O16 1.427, C18 1.601, O19 1.254
18 C -0.966 6.945 4.817  C17 1.601, H45 1.140, H46 1.146, H47 1.142
19 O -2.560 5.770 3.328  C17 1.254
20 N -1.344 -3.288 1.209  C3 1.439, C9 1.459, C21 1.493
21 C -0.778 -3.710 -0.106  N20 1.493, C22 1.628, H48 1.151, H49 1.151
22 C -1.571 -4.987 -0.733  C21 1.628, C23 1.620, H50 1.141, H51 1.153
23 C -3.097 -4.593 -1.109  C22 1.620, I24 2.173, H52 1.142, H53 1.150
24 I -3.257 -3.296 -2.845  C23 2.173
25 H 1.195 -6.176 2.350  C1 1.140
26 H 0.699 -5.478 4.110  C1 1.150
27 H -1.762 -6.476 2.585  C2 1.138
28 H -3.867 -1.298 4.623  C7 1.156
29 H -3.629 -0.090 3.267  C7 1.149
30 H -2.161 1.148 4.685  C8 1.154
31 H -2.126 -0.253 5.926  C8 1.142
32 H -0.886 -0.241 4.565  C8 1.152
33 H -2.174 -0.968 -0.412  C10 1.140
34 H -2.765 0.021 1.067  C10 1.153
35 H -0.206 -0.138 1.930  C11 1.159
36 H 0.325 -0.579 0.233  C11 1.145
37 H -0.065 1.788 -0.515  C12 1.157
38 H -1.539 2.045 0.556  C12 1.144
39 H 1.090 3.127 1.231  C13 1.140
40 H 1.285 1.421 1.879  C13 1.158
41 H 0.043 1.805 3.863  C14 1.157
42 H -1.423 2.393 2.939  C14 1.157
43 H 0.067 4.718 2.701  C15 1.153
44 H 0.966 3.966 4.201  C15 1.141
45 H -1.786 7.649 5.178  C18 1.140
46 H -0.382 6.585 5.736  C18 1.146
47 H -0.253 7.440 4.076  C18 1.142
48 H 0.339 -3.982 -0.055  C21 1.151
49 H -0.887 -2.881 -0.897  C21 1.151
50 H -1.610 -5.822 0.042  C22 1.141
51 H -1.037 -5.294 -1.708  C22 1.153
52 H -3.723 -5.524 -1.324  C23 1.142
53 H -3.536 -4.098 -0.169  C23 1.150
54 C 3.843 7.315 2.543  C55 1.512, C58 1.516, H59 1.091, H60 1.095
55 C 4.197 6.411 1.384  C54 1.512, C56 1.516, H61 1.095, H62 1.091
56 C 3.460 5.135 1.743  C55 1.516, O57 1.435, H63 1.095, H64 1.093
57 O 2.293 5.524 2.483  C56 1.435, C58 1.435
58 C 2.412 6.910 2.834  C54 1.516, O57 1.435, H65 1.096, H66 1.093
59 H 3.947 8.378 2.319  C54 1.091
60 H 4.480 7.083 3.403  C54 1.095
61 H 3.794 6.826 0.454  C55 1.095
62 H 5.270 6.261 1.255  C55 1.091
63 H 4.068 4.493 2.389  C56 1.095
64 H 3.162 4.561 0.862  C56 1.093
65 H 1.706 7.474 2.215  C58 1.096
66 H 2.141 7.048 3.884  C58 1.093
67 C 2.234 -3.931 -4.536  C68 1.513, C71 1.515, H72 1.091, H73 1.095
68 C 2.456 -5.026 -3.516  C67 1.513, C69 1.516, H74 1.095, H75 1.091
69 C 2.067 -4.337 -2.223  C68 1.516, O70 1.435, H76 1.095, H77 1.094
70 O 1.061 -3.368 -2.554  C69 1.435, C71 1.438
71 C 1.011 -3.228 -3.984  C67 1.515, O70 1.438, H78 1.095, H79 1.090
72 H 2.089 -4.300 -5.552  C67 1.091
73 H 3.089 -3.247 -4.538  C67 1.095
74 H 1.775 -5.860 -3.714  C68 1.095
75 H 3.476 -5.413 -3.502  C68 1.091
76 H 2.917 -3.802 -1.786  C69 1.095
77 H 1.674 -5.035 -1.478  C69 1.094
78 H 0.088 -3.703 -4.334  C71 1.095
79 H 0.979 -2.171 -4.249  C71 1.090
80 C -0.192 0.272 -7.690  C81 1.512, C84 1.516, H85 1.091, H86 1.095
81 C -1.039 -0.791 -8.351  C80 1.512, C82 1.516, H87 1.095, H88 1.091
82 C -0.422 -2.067 -7.813  C81 1.516, O83 1.435, H89 1.095, H90 1.093
83 O 0.090 -1.762 -6.508  C82 1.435, C84 1.435
84 C 0.075 -0.338 -6.328  C80 1.516, O83 1.435, H91 1.096, H92 1.093
85 H -0.677 1.248 -7.632  C80 1.091
86 H 0.750 0.390 -8.237  C80 1.095
87 H -2.076 -0.705 -8.010  C81 1.095
88 H -1.035 -0.743 -9.442  C81 1.091
89 H 0.418 -2.395 -8.434  C82 1.095
90 H -1.143 -2.885 -7.743  C82 1.093
91 H -0.728 -0.098 -5.622  C84 1.096
92 H 1.025 -0.011 -5.900  C84 1.093

Largest force on an atom in eV Å⁻¹: 5.80
Total charge: +1
Frontier orbital gap in eV: 6.84
Multiplicity: 1